No. 1
57
Properties=species:S:1:pos:R:3:forces:R:3 method="wB97M-V/def2-TZVPD" smiles="COCCc1nc2ccc(C(=O)N(C)Cc3cccc(-n4nc(C)cc4C)c3)cc2o1" fmax_ev_per_a=1.2 spin_multiplicity=1 lumo_energy_ev=0.64 orbital_gap_ev=9.0139 e_above_lowest_kj_mol=323.0 e_tot_ev=-37413.07631 homo_ev=-8.375
C 7.773010 5.223153 2.194660 0.0 0.0 0.0
O 7.162984 4.478436 3.220482 0.1 -0.1 0.1
C 5.947989 3.874940 2.869360 -0.1 -0.1 -0.1
C 6.108892 2.671470 1.915265 0.0 0.5 0.1
C 4.800859 2.015191 1.699098 0.1 -0.6 0.2
N 4.451706 0.847091 2.111290 0.7 0.0 0.3
C 3.148218 0.688001 1.698298 -0.6 0.8 -0.6
C 2.246957 -0.355178 1.856574 0.2 0.2 0.0
C 0.987428 -0.188518 1.318979 -0.2 0.0 -0.1
C 0.625800 0.969743 0.621786 0.1 0.0 0.3
C -0.788894 1.103478 0.147489 0.2 0.1 0.0
O -1.715987 1.074511 0.939382 -0.2 -0.1 0.3
N -0.973033 1.287006 -1.178800 -0.1 0.1 -0.2
C 0.042712 1.115263 -2.186723 0.2 -0.1 -0.2
C -2.322686 1.486838 -1.684825 -0.2 0.1 0.2
C -2.901516 0.205097 -2.226506 -0.1 0.1 -0.2
C -3.177938 0.037825 -3.575159 0.0 0.1 0.1
C -3.662938 -1.176628 -4.036172 0.0 0.0 0.0
C -3.885177 -2.219467 -3.160227 -0.1 0.0 0.0
C -3.623243 -2.053227 -1.800565 0.1 0.6 -0.6
N -3.850914 -3.131518 -0.941992 -0.1 -0.3 0.8
N -3.726093 -4.378643 -1.428712 0.2 -0.6 -0.5
C -3.997677 -5.202255 -0.438476 -0.1 0.4 0.1
C -3.946652 -6.678210 -0.606181 0.0 0.1 -0.1
C -4.326536 -4.472772 0.721813 0.1 0.2 -0.2
C -4.224655 -3.146929 0.370920 -0.1 -0.3 0.1
C -4.533103 -1.945491 1.188947 0.1 0.1 0.0
C -3.115772 -0.844767 -1.343323 -0.1 -0.3 0.0
C 1.514968 2.025352 0.461400 0.2 0.1 0.0
C 2.769229 1.860670 1.012292 -0.3 -1.1 0.4
O 3.837530 2.700017 1.020757 0.1 0.4 -0.1
H 7.071341 5.943688 1.757229 0.0 0.0 0.0
H 8.167696 4.581842 1.398925 0.0 0.0 0.0
H 8.598748 5.759514 2.658046 0.0 0.0 -0.1
H 5.269089 4.610102 2.410755 0.0 -0.1 0.1
H 5.515458 3.529942 3.812034 -0.1 0.0 -0.1
H 6.796465 1.948253 2.351757 -0.1 0.0 -0.1
H 6.499033 3.017189 0.955512 0.0 -0.1 0.0
H 2.526848 -1.249830 2.387151 0.0 -0.1 0.1
H 0.248116 -0.967039 1.431608 -0.1 -0.1 0.0
H 0.958718 0.731088 -1.745384 -0.1 0.0 -0.1
H 0.256070 2.067124 -2.682113 0.0 0.0 0.0
H -0.310426 0.404200 -2.937766 0.0 0.0 0.0
H -2.291597 2.257357 -2.460435 0.0 0.0 0.0
H -2.925550 1.839747 -0.843585 0.1 0.0 -0.2
H -3.013542 0.852527 -4.265714 0.0 0.1 -0.1
H -3.870150 -1.307474 -5.087768 0.0 0.0 -0.1
H -4.253427 -3.172994 -3.502583 0.0 0.0 0.0
H -3.652367 -6.918617 -1.623723 0.0 -0.1 0.0
H -3.228718 -7.113417 0.087781 0.0 -0.1 0.0
H -4.923219 -7.115624 -0.401927 0.0 -0.1 0.0
H -4.604489 -4.867730 1.677983 -0.1 0.0 0.2
H -3.631023 -1.496262 1.605306 0.0 0.1 0.0
H -5.171980 -2.239217 2.018966 0.0 0.0 0.0
H -5.048610 -1.191992 0.595728 0.0 0.1 0.1
H -2.863653 -0.704263 -0.306677 0.0 0.0 0.2
H 1.235704 2.931407 -0.052242 -0.1 0.1 -0.1



No. 2
15
Properties=species:S:1:pos:R:3:forces:R:3 method="wB97M-V/def2-TZVPD" fmax_ev_per_a=4.7 spin_multiplicity=1 lumo_energy_ev="0.21 / 0.21" orbital_gap_ev="7.8329 / 7.8294" e_above_lowest_kj_mol=674.2 e_tot_ev=-16612.46685 homo_ev="-7.622 / -7.620"
C 1.923945 -1.160804 0.002056 2.7 -1.8 0.1
C 2.968484 0.721033 -0.160803 -2.1 -0.9 2.4
C 0.575432 1.564867 1.018813 1.6 -1.5 1.1
C -3.977867 -0.424670 -0.618093 -0.1 4.1 2.3
N 3.165336 -0.637065 -0.136899 -2.9 0.1 0.2
S 1.147627 0.551060 -0.269636 0.0 0.6 1.8
H 1.932315 -2.282512 0.161975 -0.9 1.5 0.0
H 3.286681 1.326371 -0.890013 2.1 2.1 -2.6
H -4.389369 -1.202629 -0.096898 -0.9 -1.9 1.6
H 1.288528 1.482860 1.949024 -1.4 0.3 -1.9
H -0.493964 1.503847 1.298939 0.6 0.0 -0.7
H -4.557429 0.540405 -0.379100 0.6 -1.5 -0.8
H -2.984777 -0.192975 -0.282623 0.6 -0.2 0.3
H -3.932271 -0.685441 -1.591546 -0.1 -0.4 -3.4
H 4.047328 -1.104346 -0.005190 0.2 -0.2 -0.4



No. 3
81
Properties=species:S:1:pos:R:3:forces:R:3 method="wB97M-V/def2-TZVPD" fmax_ev_per_a=1.6 charge=+2 spin_multiplicity=1 lumo_energy_ev=-6.53 orbital_gap_ev=6.1973 e_above_lowest_kj_mol=93.2 e_tot_ev=-77117.38071 homo_ev=-12.723
Zr 0.083146 -0.185927 0.253192 1.1 0.6 -0.6
O -2.793602 -0.091731 3.802383 -0.1 0.1 0.2
C -2.718115 -1.402103 4.093218 0.2 -0.3 -0.2
C -3.451474 -1.853490 5.188540 -0.1 0.1 0.0
C -3.426408 -3.182398 5.544872 0.1 0.0 -0.1
C -2.674875 -4.106525 4.810545 -0.1 -0.1 0.0
C -1.948351 -3.682423 3.729753 0.0 0.1 0.0
C -1.939521 -2.323132 3.350666 -0.3 0.3 0.1
C -1.096610 -1.888369 2.258818 0.6 -0.7 0.1
O -1.010968 -0.620123 1.928071 -0.5 -0.5 0.7
N -0.313693 -2.798352 1.673071 -0.4 -0.4 0.4
N 0.555590 -2.221312 0.819309 0.3 -0.9 0.5
C 1.554203 -2.874794 0.329267 -0.4 0.0 0.2
C 2.542386 -2.086473 -0.391424 0.4 0.1 -0.2
C 3.635847 -2.654051 -1.031183 -0.2 -0.1 0.1
C 4.614345 -1.823636 -1.554187 0.0 0.1 0.0
C 4.478404 -0.451772 -1.400749 0.1 -0.1 0.0
C 3.335369 0.036614 -0.790741 -0.1 0.2 0.0
N 2.374845 -0.748141 -0.308486 0.1 -0.5 -0.3
H -2.205398 0.096952 3.059185 0.1 0.0 -0.1
H -4.035784 -1.127353 5.737846 0.0 0.0 0.0
H -3.994381 -3.516199 6.402904 0.0 0.0 0.0
H -2.676455 -5.149391 5.094197 0.0 0.0 0.0
H -1.363499 -4.378155 3.147008 0.0 0.0 0.0
H 1.705475 -3.929972 0.530353 -0.1 0.0 0.0
H 3.719054 -3.730755 -1.097907 0.0 0.0 0.0
H 5.473760 -2.245510 -2.057381 0.0 0.0 0.0
H 5.241620 0.232064 -1.743235 0.0 0.0 0.0
H 3.179714 1.104710 -0.680347 0.0 0.0 0.0
Cl -6.743847 2.637257 -0.097166 0.0 0.0 0.0
C -5.262181 1.766106 -0.176076 0.0 -0.1 -0.1
C -5.270713 0.403624 -0.493657 -0.1 0.1 0.0
C -4.091809 -0.298767 -0.599075 0.3 -0.1 -0.1
C -2.853882 0.314813 -0.381154 -0.7 0.2 0.0
O -1.738270 -0.380380 -0.563945 -0.2 0.2 -0.1
C -2.844506 1.691367 -0.019265 -0.1 -0.3 0.0
C -1.668478 2.423881 0.328787 0.1 -0.1 0.0
N -0.460862 1.944611 0.410124 -0.6 0.6 0.3
C 0.598405 2.756680 0.879167 0.3 0.4 0.2
C 0.746910 4.100897 0.642411 -0.1 -0.3 -0.1
C 1.778360 4.826289 1.267041 0.1 0.1 0.1
C 2.649204 4.215155 2.124954 0.0 0.1 0.0
C 2.558018 2.824451 2.357260 -0.1 -0.2 -0.2
C 3.425969 2.111054 3.212708 -0.1 -0.1 0.0
C 3.254097 0.762336 3.381051 0.1 0.1 0.0
C 2.238858 0.108875 2.673449 -0.1 0.0 0.0
N 1.418762 0.735731 1.850715 0.3 0.5 0.3
C 1.547653 2.086410 1.701633 0.0 0.3 0.1
C -4.067667 2.392401 0.062678 0.1 0.1 0.1
H -6.216092 -0.094874 -0.662305 0.0 0.0 0.0
H -4.099347 -1.348783 -0.862329 0.0 0.0 0.0
H -1.828271 3.468203 0.597159 0.0 0.0 0.0
H 0.071116 4.617176 -0.028478 0.0 0.0 0.0
H 1.860761 5.887596 1.076962 0.0 0.0 0.0
H 3.411050 4.787458 2.638108 0.0 0.0 0.0
H 4.215682 2.639100 3.732188 0.0 0.0 0.0
H 3.894453 0.190674 4.036966 0.0 0.0 0.0
H 2.094249 -0.960232 2.778874 0.0 0.0 0.0
H -4.058052 3.441224 0.332797 0.0 0.0 0.0
C 2.511765 0.988375 -4.163003 -0.1 0.1 -0.1
C 1.185179 1.411160 -4.793957 0.1 -0.1 0.2
C 0.151819 1.963773 -3.813737 0.1 -0.2 0.2
S -0.669404 0.837905 -2.632995 0.1 0.3 -1.6
O 0.491121 0.346565 -1.724346 0.2 -0.1 -0.8
C -1.102157 -0.519551 -3.800185 -0.1 -0.1 0.2
C -0.149315 -1.711904 -3.907281 0.1 0.1 0.2
C -0.374321 -2.780699 -2.842057 0.0 0.0 -0.4
H 3.122611 0.458217 -4.893408 0.0 0.0 0.0
H 2.358290 0.338033 -3.307940 0.0 -0.1 0.1
H 3.072979 1.863297 -3.828548 0.0 0.0 0.0
H 0.760334 0.584627 -5.365277 0.0 0.0 0.0
H 1.383867 2.208061 -5.512693 -0.1 0.0 -0.1
H -0.690786 2.408141 -4.349035 0.0 0.0 0.1
H 0.594761 2.728365 -3.170375 -0.1 0.1 0.0
H -1.191189 -0.017790 -4.762920 -0.1 0.1 0.1
H -2.095967 -0.849716 -3.494685 0.0 0.1 0.1
H 0.886525 -1.369413 -3.907454 0.0 0.0 0.0
H -0.335134 -2.170648 -4.879350 0.1 0.1 -0.1
H -0.397555 -2.350478 -1.854072 0.0 0.1 0.4
H 0.411410 -3.534198 -2.889562 0.0 0.0 0.0
H -1.329003 -3.280681 -3.006236 0.0 0.0 0.1



No. 4
41
Properties=species:S:1:pos:R:3:forces:R:3 method="wB97M-V/def2-TZVPD" fmax_ev_per_a=7.0 charge=-1 spin_multiplicity=1 lumo_energy_ev=-0.01 orbital_gap_ev=1.9178 e_above_lowest_kj_mol=1209.4 e_tot_ev=-448573.02810 homo_ev=-1.931
Na 4.886002 -3.342566 -1.966349 -0.1 0.8 -0.1
Na -0.772758 -3.243336 -3.413819 0.3 0.4 0.2
Na 2.121422 2.285604 -2.677149 0.2 -0.6 -0.4
C 1.299982 1.442484 -7.221299 2.2 0.1 -1.9
O 1.681782 1.040964 -8.320799 0.3 -1.6 -3.3
O 0.427272 0.969454 -6.568739 -5.4 -3.1 3.3
O 1.952202 2.357684 -6.754509 2.7 4.5 2.4
B 5.986852 0.476274 -2.591559 -0.2 -0.1 0.2
H 5.659102 0.338474 -1.572819 -1.1 -0.4 4.5
H 6.800242 -0.201596 -2.799259 3.4 -2.8 -0.9
H 5.137372 0.178594 -3.186539 -3.6 -1.1 -2.8
H 6.297332 1.489544 -2.794359 1.1 4.0 -0.8
B 0.501332 -0.906626 -0.306319 0.1 0.0 -0.1
H -0.103368 -0.476246 -1.089489 -2.1 2.0 -3.5
H 1.420782 -1.389726 -0.598669 3.9 -1.7 -1.6
H 0.662022 -0.221606 0.511711 0.8 3.0 3.1
H -0.109628 -1.687606 0.119151 -2.6 -3.4 1.7
Br -6.470778 2.455194 -3.299109 0.1 -0.2 0.6
C -5.157058 3.453524 -2.255349 1.0 0.0 0.0
C -4.527608 4.348314 -3.270589 -1.4 1.0 -0.7
Br -3.290068 5.563904 -2.430459 0.4 -0.1 -0.1
H -4.321498 2.866914 -1.873479 -0.7 -0.8 0.2
H -5.606248 4.019674 -1.439379 -0.3 -0.3 -0.2
H -5.328858 4.986234 -3.643649 0.2 0.2 -0.2
H -4.162948 3.806084 -4.142999 0.7 0.1 0.4
Br 2.459762 -5.833966 2.325911 -0.3 0.2 0.6
C 1.801252 -4.880266 3.937881 1.3 -0.3 1.1
C 2.419762 -5.578196 5.209821 -0.5 0.1 -1.5
Br 1.818812 -4.741436 6.889431 0.2 -0.4 -0.8
H 0.714352 -4.823716 3.878341 0.3 0.0 0.1
H 2.306742 -3.914646 3.925521 -0.6 0.1 -0.4
H 3.497602 -5.450216 5.109881 -0.1 0.1 0.4
H 2.211992 -6.647966 5.187171 -0.2 0.2 0.5
Br -0.655128 1.881984 5.966141 -1.6 -0.5 -0.7
C -2.378778 1.059894 5.259481 -0.5 0.5 -2.2
C -3.118988 1.876954 4.032191 -0.4 -1.5 2.1
Br -4.803748 0.767394 3.495061 1.6 0.7 0.4
H -3.043728 0.801284 6.083531 0.1 0.6 0.0
H -2.107498 0.117994 4.782681 0.4 0.1 0.3
H -2.491338 1.963344 3.145221 -0.2 0.0 0.2
H -3.613968 2.791954 4.357541 0.5 0.0 -0.1